{"formula": "C37H47BN9O4S3Ti", "method": "ωB97M-V with the def2-TZVPD basis set", "max_force_ev_per_a": 4.55, "de_lowest_kj_mol": 167.52, "gap_ev": 7.190, "total_charge": 3, "species": ["Ti", "C", "C", "C", "C", "N", "N", "B", "N", "N", "C", "C", "C", "C", "C", "S", "C", "C", "C", "C", "N", "N", "C", "C", "C", "C", "C", "S", "C", "C", "C", "C", "C", "S", "C", "C", "C", "C", "H", "H", "H", "H", "H", "H", "H", "H", "H", "H", "H", "H", "H", "H", "H", "H", "H", "H", "H", "H", "H", "H", "H", "H", "H", "H", "H", "H", "H", "H", "H", "H", "H", "H", "H", "H", "H", "H", "H", "N", "C", "C", "C", "N", "H", "H", "H", "H", "O", "C", "O", "C", "C", "C", "C", "C", "C", "N", "O", "O", "H", "H", "H", "H"], "positions_angstrom": [[-0.935, -2.337, -1.305], [-1.034, -2.081, 3.475], [-0.262, -1.123, 2.675], [0.929, -0.560, 3.090], [1.607, 0.429, 2.294], [1.045, 0.846, 1.163], [-0.099, 0.316, 0.757], [-0.563, 0.814, -0.593], [0.285, 0.409, -1.786], [0.442, 1.672, -1.442], [1.329, 2.519, -1.989], [2.150, 1.960, -3.007], [1.917, 0.616, -3.416], [2.698, 0.040, -4.519], [0.943, -0.207, -2.773], [0.659, -1.879, -3.038], [1.393, 3.924, -1.585], [0.952, 4.815, -2.727], [2.884, 4.260, -1.312], [0.519, 4.181, -0.395], [-2.031, 1.146, -0.867], [-2.280, 2.238, -0.068], [-3.504, 2.707, 0.057], [-4.535, 2.121, -0.803], [-4.195, 1.158, -1.723], [-5.251, 0.669, -2.707], [-2.934, 0.537, -1.645], [-2.571, -0.901, -2.449], [-3.875, 3.786, 1.090], [-5.106, 3.293, 1.828], [-2.765, 4.185, 2.090], [-4.240, 5.069, 0.336], [-0.751, -0.705, 1.423], [-2.045, -1.448, 0.565], [2.993, 0.876, 2.666], [3.144, 1.421, 4.085], [3.896, -0.445, 2.631], [3.409, 1.926, 1.706], [-0.696, -1.951, 4.479], [-0.794, -3.125, 3.202], [-2.111, -1.890, 3.367], [1.372, -0.791, 4.044], [2.821, 2.504, -3.578], [3.273, 0.784, -5.043], [1.830, -0.400, -5.149], [3.312, -0.732, -4.248], [1.586, 4.683, -3.553], [1.085, 5.866, -2.366], [-0.072, 4.597, -3.013], [3.531, 4.341, -2.183], [3.261, 3.465, -0.616], [3.036, 5.223, -0.851], [-0.514, 4.058, -0.680], [0.634, 5.226, -0.080], [0.780, 3.452, 0.411], [-5.534, 2.511, -0.695], [-6.099, 1.333, -2.696], [-5.544, -0.328, -2.392], [-4.755, 0.627, -3.695], [-5.086, 2.301, 2.276], [-6.012, 3.372, 1.209], [-5.319, 3.936, 2.685], [-2.446, 3.298, 2.635], [-3.157, 4.910, 2.813], [-1.886, 4.637, 1.571], [-4.978, 4.844, -0.434], [-3.342, 5.654, -0.061], [-4.758, 5.761, 1.039], [2.855, 0.623, 4.783], [2.613, 2.356, 4.300], [4.197, 1.581, 4.246], [3.691, -1.072, 3.560], [4.964, -0.052, 2.730], [3.749, -0.998, 1.670], [2.722, 2.715, 1.729], [3.583, 1.546, 0.694], [4.345, 2.338, 2.048], [-1.335, -5.326, -1.134], [-2.091, -6.365, -1.598], [-3.189, -5.788, -2.296], [-2.990, -4.457, -2.311], [-1.845, -4.136, -1.559], [-0.522, -5.489, -0.574], [-1.858, -7.418, -1.441], [-3.964, -6.370, -2.809], [-3.609, -3.682, -2.745], [2.143, -1.768, 0.157], [1.650, -2.881, 0.118], [0.325, -3.059, -0.227], [2.374, -4.109, 0.415], [3.774, -4.160, 0.311], [4.426, -5.311, 0.652], [3.767, -6.539, 0.936], [2.389, -6.429, 1.042], [1.669, -5.247, 0.814], [1.514, -7.602, 1.192], [1.853, -8.448, 1.951], [0.492, -7.573, 0.535], [4.335, -3.259, 0.026], [5.476, -5.324, 0.623], [4.241, -7.487, 1.039], [0.621, -5.224, 0.949]], "mulliken_charge": [0.198, -1.675, 0.371, -0.739, 0.082, -0.511, 1.222, -0.697, -0.138, 0.131, 0.070, -1.214, 0.583, -1.862, 0.685, -0.277, 2.745, -2.025, -1.513, -1.950, 1.118, -0.708, -0.125, -0.262, -0.008, -1.741, 1.061, -0.328, 1.952, -1.779, -1.459, -1.583, 0.513, -0.432, 2.070, -1.624, -1.316, -2.065, 0.503, 0.237, 0.458, 0.508, 0.567, 0.421, 0.394, 0.405, 0.518, 0.450, 0.387, 0.421, 0.209, 0.455, 0.322, 0.604, 0.172, 0.465, 0.437, 0.381, 0.405, 0.330, 0.428, 0.460, 0.361, 0.461, 0.153, 0.420, 0.303, 0.438, 0.373, 0.373, 0.483, 0.377, 0.470, 0.139, 0.506, 0.176, 0.523, 0.017, -0.138, -0.948, -0.476, 0.170, 0.411, 0.514, 0.417, 0.483, -0.469, 0.537, 0.291, 0.661, -0.690, -0.681, -0.931, -0.528, -0.497, 0.974, -0.517, -0.583, 0.466, 0.492, 0.528, 1.232]}